The following is a quantum chemistry calculation of a cluster of 2 separate species, C11H15OP in total at a distorted geometry, from OMol25.

Properties
* HOMO level: -0.296 Eh
* energy relative to the best compared isomer or geometry (same formula, charge and spin): 2.508 eV
* HOMO-LUMO gap: 0.3213 hartree
* E: -844.59726 hartree

Structure (ORCA input):
```
! wB97M-V def2-TZVPD RIJCOSX def2/J DEFGRID3
* xyz 0 1
C 1.51 1.38 0.04
C 1.55 -1.04 -0.12
C 2.85 1.35 0.05
C 2.93 -1.05 -0.01
C 0.83 0.19 -0.13
C 3.62 0.17 0.03
C -0.62 0.30 -0.24
C -1.71 -0.56 0.46
C -2.63 -1.43 -0.36
C -1.23 -1.26 1.73
C -2.87 1.82 -0.82
O 4.97 0.21 0.05
P -1.75 1.37 0.58
H 0.92 2.33 -0.05
H 1.01 -1.90 -0.27
H 3.55 2.20 -0.06
H 3.56 -1.90 0.04
H -0.85 0.26 -1.71
H -3.44 -2.01 0.15
H -2.09 -2.42 -0.69
H -2.97 -0.89 -1.18
H -1.19 -2.41 1.46
H -1.76 -0.89 2.69
H -0.17 -0.96 1.83
H -3.92 1.37 -0.68
H -2.36 1.51 -1.69
H -2.97 3.04 -0.88
H 5.24 1.22 -0.20
*
```

Löwdin population analysis, charges in e, atoms 1 to 4:
1 C -0.0700
2 C -0.0110
3 C -0.0404
4 C 0.0032